A 2-piece molecular cluster, C7H12 overall. Source: OMol25; level of theory: the ωB97M-V functional and the def2-TZVPD basis.

Output
- E: -273.68412 Eh
- LUMO: 0.74 eV
- ΔE to the lowest compared entry with this formula, charge and spin: 140.8 kcal/mol
- Largest force on an atom: 0.90 eV/Å
- Gap between HOMO and LUMO: 8.700 eV

Each line ends with the natural charge from an NBO analysis.
CARTESIAN COORDINATES (ANGSTROEM)
C: -2.93 0.38 0.21  -0.777
C: -2.27 -0.59 -0.69  -0.069
C: 0.07 -0.11 -0.90  -0.395
C: 1.28 -0.01 -0.02  -0.119
C: 2.66 -0.53 -0.08  -0.397
C: 2.39 0.95 0.14  -0.397
C: 0.04 -0.35 0.67  -0.380
H: -3.98 0.08 0.02  0.273
H: -2.85 1.42 -0.13  0.211
H: -2.77 0.34 1.29  0.190
H: -2.16 -1.54 -0.13  0.090
H: 0.04 -0.95 -1.57  0.241
H: -0.28 0.83 -1.31  0.235
H: 3.06 -0.83 -1.04  0.214
H: 3.04 -1.11 0.77  0.212
H: 2.61 1.63 -0.68  0.214
H: 2.58 1.36 1.14  0.212
H: -0.44 0.41 1.29  0.219
H: -0.10 -1.37 1.02  0.222



C3H12KN6O3 as an isolated structure. Source: OMol25; level of theory: the ωB97M-V functional and the def2-TZVPD basis.

Output
- E: -1275.59532 Eh
- LUMO: -3.54 eV
- Total charge: +1
- ΔE to the lowest compared entry with this formula, charge and spin: 71.8 kcal/mol
- Largest force on an atom: 7.52 eV/Å
- Gap between HOMO and LUMO: 8.829 eV

Each line ends with the natural charge from an NBO analysis.
CARTESIAN COORDINATES (ANGSTROEM)
K: 17.09 11.65 9.31  0.996
C: 16.67 10.51 14.04  0.759
O: 16.68 10.03 12.99  -0.695
N: 16.38 11.77 14.22  -0.825
N: 17.02 9.83 15.14  -0.832
H: 16.10 12.33 13.43  0.418
H: 16.49 11.99 15.20  0.391
H: 17.40 10.44 15.85  0.373
H: 17.41 8.91 15.03  0.413
C: 16.56 16.18 10.53  0.755
O: 15.95 15.26 10.92  -0.690
N: 16.01 17.28 10.13  -0.830
N: 17.86 16.23 10.35  -0.828
H: 15.02 17.05 10.12  0.411
H: 16.42 18.05 9.63  0.404
H: 18.30 16.98 9.85  0.393
H: 18.44 15.43 10.57  0.387
C: 17.55 10.65 4.52  0.762
O: 16.79 11.21 5.29  -0.707
N: 18.61 11.28 3.99  -0.850
N: 17.41 9.45 3.97  -0.818
H: 18.63 12.28 4.15  0.405
H: 19.46 10.80 3.72  0.393
H: 18.12 9.09 3.35  0.404
H: 16.64 8.91 4.34  0.410



A 2-piece molecular cluster, C5H11OP overall. Source: OMol25; level of theory: the ωB97M-V functional and the def2-TZVPD basis.

Output
- E: -613.58284 Eh
- LUMO (spin up / spin down): -0.08 / -0.44 eV
- ΔE to the lowest compared entry with this formula, charge and spin: 74.4 kcal/mol
- Largest force on an atom: 2.71 eV/Å
- Gap between HOMO and LUMO (spin up / spin down): 8.198 / 8.016 eV

Each line ends with the natural charge from an NBO analysis.
CARTESIAN COORDINATES (ANGSTROEM)
C: -0.49 0.82 -0.52  -0.286
C: 0.51 0.03 -0.29  -0.210
C: -1.27 -0.32 -2.66  -0.609
C: 1.38 -0.46 3.45  -0.988
C: -1.47 0.82 -1.67  -0.427
O: 0.55 2.08 2.71  -1.055
P: 1.41 0.98 2.28  1.457
H: -0.69 1.62 0.20  0.236
H: 1.02 -0.81 -0.68  0.189
H: -1.97 -0.23 -3.48  0.213
H: -0.26 -0.29 -3.07  0.206
H: -1.42 -1.28 -2.18  0.206
H: 1.83 -1.33 2.98  0.238
H: 1.93 -0.19 4.35  0.242
H: 0.34 -0.67 3.71  0.250
H: -2.47 0.76 -1.23  0.216
H: -1.38 1.78 -2.18  0.217
H: 2.78 1.36 2.30  -0.096



One molecule with the formula H5P3S. Source: OMol25; level of theory: the ωB97M-V functional and the def2-TZVPD basis.

Output
- E: -1425.13831 Eh
- LUMO: -0.09 eV
- SMILES string: P=[PH2][PH2]=S
- ΔE to the lowest compared entry with this formula, charge and spin: 33.6 kcal/mol
- Largest force on an atom: 3.50 eV/Å
- Gap between HOMO and LUMO: 7.954 eV

Each line ends with the natural charge from an NBO analysis.
CARTESIAN COORDINATES (ANGSTROEM)
P: 1.97 1.58 -0.16  -0.211
P: 0.18 0.98 0.39  0.304
P: -0.62 -1.04 -0.47  0.478
S: -0.28 -1.26 -2.34  -0.500
H: 2.29 0.24 0.20  -0.009
H: -0.33 0.36 1.57  -0.060
H: -0.95 1.87 0.27  0.037
H: -1.84 -0.59 -0.02  -0.053
H: -0.41 -2.14 0.55  0.015



C2H3F4NO5S2Sn as an isolated structure. Source: OMol25; level of theory: the ωB97M-V functional and the def2-TZVPD basis.

Output
- E: -1918.64424 Eh
- LUMO (spin up / spin down): -2.46 / -3.45 eV
- Largest force on an atom: 5.73 eV/Å
- Gap between HOMO and LUMO (spin up / spin down): 6.328 / 5.243 eV

Each line ends with the natural charge from an NBO analysis.
CARTESIAN COORDINATES (ANGSTROEM)
N: 0.62 1.26 -0.20  -1.001
S: -0.69 0.94 -1.18  1.736
O: -2.09 1.21 -0.38  -0.780
O: -0.62 1.75 -2.41  -0.795
S: 1.64 0.10 0.18  1.952
O: 0.60 -0.97 0.47  -1.108
O: 2.80 0.97 -0.12  -0.699
C: 2.83 -1.10 1.09  0.787
F: 2.78 -2.30 0.54  -0.315
F: 4.11 -0.78 1.09  -0.298
F: 2.48 -1.18 2.36  -0.320
Sn: -1.15 -1.55 0.35  1.641
F: -2.78 -2.15 1.01  -0.703
C: -3.75 -1.23 -1.40  -0.301
O: -2.88 -0.76 -0.38  -0.440
H: -4.69 -0.66 -1.31  0.212
H: -3.35 -0.97 -2.39  0.204
H: -3.77 -2.32 -1.38  0.230



One molecule with the formula C4H6N2O2. Source: OMol25; level of theory: the ωB97M-V functional and the def2-TZVPD basis.

Output
- E: -415.84680 Eh
- LUMO: 0.13 eV
- SMILES string: [H]/N=C\NC(=O)[C@@H]1CO1
- ΔE to the lowest compared entry with this formula, charge and spin: 121.6 kcal/mol
- Largest force on an atom: 7.68 eV/Å
- Gap between HOMO and LUMO: 10.398 eV

Each line ends with the natural charge from an NBO analysis.
CARTESIAN COORDINATES (ANGSTROEM)
H: -3.01 -1.46 -1.39  0.324
N: -2.50 -2.29 -0.86  -0.616
C: -1.33 -1.94 -0.33  0.272
N: -0.34 -0.78 -0.56  -0.630
C: 0.54 -0.42 0.36  0.624
O: 0.93 -1.18 1.30  -0.567
C: 0.55 1.10 0.28  -0.079
C: 1.89 1.92 0.46  -0.127
O: 0.83 1.86 1.47  -0.464
H: -1.04 -2.80 0.23  0.204
H: -1.00 0.08 -0.90  0.400
H: -0.05 1.75 -0.41  0.201
H: 1.72 2.98 -0.22  0.214
H: 2.82 1.18 0.58  0.244



One molecule with the formula C10H13FN4. Source: OMol25; level of theory: the ωB97M-V functional and the def2-TZVPD basis.

Output
- E: -707.59928 Eh
- LUMO: -0.85 eV
- SMILES string: C#CCCCc1nnc(C[C@H](C)F)nn1
- Largest force on an atom: 2.14 eV/Å
- Gap between HOMO and LUMO: 8.810 eV

Each line ends with the natural charge from an NBO analysis.
CARTESIAN COORDINATES (ANGSTROEM)
C: -0.88 5.49 -0.97  -0.266
C: -0.25 4.56 -1.38  0.011
C: 0.56 3.38 -1.71  -0.484
C: -0.32 2.16 -2.07  -0.374
C: -1.18 1.75 -0.84  -0.453
C: -0.91 0.33 -0.38  0.323
N: -1.97 -0.42 -0.12  -0.179
N: -1.73 -1.67 0.24  -0.181
C: -0.44 -2.00 0.35  0.316
C: -0.17 -3.44 0.77  -0.478
C: 1.15 -3.64 1.51  0.222
C: 1.39 -2.73 2.71  -0.655
F: 2.21 -3.63 0.62  -0.362
N: 0.62 -1.24 0.13  -0.181
N: 0.38 -0.01 -0.28  -0.190
H: -1.30 6.47 -0.86  0.238
H: 1.21 3.09 -0.88  0.239
H: 1.16 3.63 -2.59  0.236
H: 0.27 1.31 -2.43  0.221
H: -1.00 2.45 -2.87  0.210
H: -2.23 1.83 -1.14  0.237
H: -1.05 2.42 0.01  0.236
H: -1.00 -3.84 1.36  0.240
H: -0.10 -4.00 -0.17  0.243
H: 1.13 -4.67 1.91  0.163
H: 2.41 -2.93 3.06  0.228
H: 0.72 -2.99 3.54  0.219
H: 1.35 -1.67 2.48  0.222



One molecule with the formula C20H25N3O3S. Source: OMol25; level of theory: the ωB97M-V functional and the def2-TZVPD basis.

Output
- E: -1565.28855 Eh
- LUMO: 0.47 eV
- SMILES string: O=C(CN1CCN(S(=O)(=O)c2ccccc2)CC1)NCCc1ccccc1
- ΔE to the lowest compared entry with this formula, charge and spin: 58.4 kcal/mol
- Largest force on an atom: 1.10 eV/Å
- Gap between HOMO and LUMO: 8.522 eV

Each line ends with the natural charge from an NBO analysis.
CARTESIAN COORDINATES (ANGSTROEM)
O: 1.79 3.83 -0.48  -0.646
C: 1.97 2.63 -0.57  0.657
C: 2.37 1.98 -1.90  -0.292
N: 1.29 1.62 -2.80  -0.450
C: 0.15 2.50 -2.81  -0.245
C: -0.94 2.13 -1.78  -0.245
N: -1.10 0.68 -1.67  -0.684
S: -0.79 -0.03 -0.19  2.315
O: 0.52 -0.62 -0.14  -0.972
O: -1.14 0.93 0.82  -0.943
C: -2.00 -1.34 -0.19  -0.251
C: -3.34 -1.00 -0.13  -0.190
C: -4.29 -2.01 -0.11  -0.214
C: -3.89 -3.34 -0.15  -0.189
C: -2.54 -3.66 -0.21  -0.204
C: -1.59 -2.66 -0.23  -0.218
C: -0.54 -0.06 -2.78  -0.245
C: 0.96 0.21 -2.94  -0.229
N: 1.91 1.79 0.48  -0.642
C: 1.51 2.26 1.79  -0.224
C: 2.11 1.36 2.88  -0.442
C: 1.56 -0.03 2.79  0.062
C: 2.32 -1.08 2.29  -0.246
C: 1.79 -2.35 2.16  -0.194
C: 0.48 -2.59 2.53  -0.230
C: -0.30 -1.55 3.02  -0.218
C: 0.24 -0.29 3.16  -0.219
H: 2.99 1.10 -1.71  0.206
H: 2.99 2.73 -2.42  0.212
H: -0.29 2.47 -3.81  0.186
H: 0.49 3.52 -2.61  0.245
H: -0.69 2.51 -0.79  0.237
H: -1.90 2.56 -2.08  0.196
H: -3.61 0.04 -0.09  0.235
H: -5.34 -1.76 -0.07  0.221
H: -4.63 -4.12 -0.14  0.219
H: -2.24 -4.70 -0.23  0.219
H: -0.53 -2.87 -0.25  0.247
H: -0.71 -1.12 -2.58  0.222
H: -1.09 0.22 -3.68  0.208
H: 1.27 -0.12 -3.95  0.182
H: 1.50 -0.38 -2.20  0.214
H: 1.80 0.79 0.33  0.430
H: 0.42 2.25 1.88  0.211
H: 1.86 3.29 1.89  0.226
H: 3.20 1.34 2.78  0.211
H: 1.87 1.80 3.85  0.219
H: 3.35 -0.89 1.99  0.209
H: 2.40 -3.15 1.77  0.208
H: 0.05 -3.57 2.42  0.209
H: -1.32 -1.73 3.30  0.213
H: -0.37 0.52 3.55  0.214